Density functional theory data (wB97M-V/def2-TZVPD) for a cluster of 2 separate species, C3H8Cl2N2 in total in a non-equilibrium geometry.

- LUMO level (Eh) = 0.02544
- maximum force (hartree/bohr) = 0.10058
- 2S+1 = 1
- gap between HOMO and LUMO (eV) = 11.0
- structure (SMILES) = [H]/N=C(\Cl)CCCl.N
- E (Eh) = -1148.97485

Atoms and positions in Å:
H -0.341 -0.234 2.705
N -0.542 0.111 1.819
C -0.422 -0.778 0.960
Cl -0.135 -2.482 1.355
C -0.549 -0.554 -0.483
C 0.271 -1.505 -1.414
Cl 0.322 -0.704 -3.099
H -1.692 -0.606 -0.698
H -0.111 0.337 -0.799
H 1.349 -1.645 -1.041
H -0.127 -2.484 -1.530
N 0.452 2.445 0.294
H 0.742 1.920 1.031
H 1.195 3.237 0.271
H -0.411 2.943 0.629

Atom charges from the natural (NBO) analysis, given in e for atoms 1 to 8: atom 1 (H): 0.3550, atom 2 (N): -0.6181, atom 3 (C): 0.3200, atom 4 (Cl): -0.0736, atom 5 (C): -0.5372, atom 6 (C): -0.3182, atom 7 (Cl): -0.1006, atom 8 (H): 0.2473